[1]
80
Properties=species:S:1:pos:R:3 method="wB97M-V/def2-TZVPD" homo_energy_ev="-19.16 / -19.38" total_charge=+4 homo_lumo_gap_ev="6.79 / 3.67" spin_multiplicity=5 e_lumo_ev="-12.38 / -15.71"
N 6.6559 -1.4176 -0.4889
C 5.6709 -2.2823 -0.7691
C 4.5634 -1.8989 -1.5432
C 4.4601 -0.5778 -2.0440
C 5.5553 0.2927 -1.7824
C 6.6331 -0.1926 -1.0204
C 3.2605 -0.2110 -2.7585
Pd -1.6572 3.3133 -0.1630
P -4.3816 0.1465 0.6139
C 2.9513 1.0363 -3.2185
C 1.6185 1.6089 -3.1059
C 1.4795 3.0154 -3.0107
C 0.3290 3.5463 -2.4126
C -0.5295 2.6512 -1.7648
C -0.5115 1.2635 -1.9794
C 0.5072 0.7680 -2.7949
Br -3.3180 3.4627 1.7494
H 2.5652 -1.0323 -2.8934
H 3.7107 1.6708 -3.6664
H 3.7827 -2.6420 -1.7433
H 5.5864 1.3307 -2.1128
H 5.7347 -3.2887 -0.3326
H 7.4950 0.4392 -0.7944
H 2.3142 3.6441 -3.3360
H 0.5303 -0.2847 -3.0819
H 0.1466 4.6181 -2.3804
H -1.2909 0.6436 -1.5690
P -0.1073 2.4855 1.2601
C -4.8017 -0.9882 -0.7597
C -6.0887 -0.6902 -1.5273
H -4.7378 -2.0360 -0.4412
H -3.9358 -0.7998 -1.4250
H -6.1130 -1.2834 -2.4473
H -6.9810 -0.9458 -0.9411
H -6.1480 0.3668 -1.8020
C -5.7627 1.3379 0.8394
C -6.8739 0.8298 1.7346
H -6.1122 1.6560 -0.1511
H -5.2754 2.2383 1.2860
H -7.6887 1.5639 1.7784
H -7.2876 -0.1104 1.3533
H -6.5073 0.6883 2.7573
C -3.9914 -0.7559 2.1550
C -4.9632 -1.8844 2.4326
H -3.9259 -0.0337 2.9792
H -2.9638 -1.1343 1.9877
H -4.5909 -2.4987 3.2609
H -5.9479 -1.4929 2.7013
H -5.0749 -2.5123 1.5512
C -0.3766 0.9103 2.1251
C -1.2961 0.9133 3.3495
H 0.6241 0.5568 2.4242
H -0.7116 0.2028 1.3577
H -0.7124 1.0815 4.2665
H -2.0826 1.6771 3.2589
H -1.7794 -0.0694 3.4541
C -0.1512 3.8627 2.4611
C 0.0798 5.2125 1.7846
H 0.5992 3.6463 3.2307
H -1.1502 3.8164 2.9243
H -0.2189 6.0072 2.4829
H 1.1356 5.3412 1.5134
H -0.5359 5.3217 0.8716
C 1.6067 2.4839 0.5865
C 2.4588 1.2219 0.7654
H 2.1005 3.3870 0.9803
H 1.4722 2.6594 -0.4893
H 3.4060 1.3765 0.2239
H 2.6846 1.0338 1.8295
H 1.9534 0.3497 0.3168
C 0.0187 -3.9243 -1.1239
S 0.1741 -2.7506 0.2241
C 1.7027 -3.3707 0.9823
O 0.4984 -1.4186 -0.3854
H 0.4773 -4.8749 -0.8420
H 0.4879 -3.5008 -2.0185
H -1.0536 -4.0747 -1.2883
H 2.5737 -2.8639 0.5375
H 1.6293 -3.1508 2.0580
H 1.7592 -4.4585 0.8427

[2]
79
Properties=species:S:1:pos:R:3 method="wB97M-V/def2-TZVPD" homo_energy_ev="-10.26 / -10.24" total_charge=+1 homo_lumo_gap_ev="7.01 / 7.02" e_lumo_ev="-3.25 / -3.23"
W 1.3584 -0.3137 -0.7592
N 1.9409 2.9305 0.7350
N 2.8838 3.2978 -0.2271
C 2.7616 2.8536 -1.4763
N 3.7531 3.0965 -2.3430
S 1.3247 2.0937 -2.0064
H 1.0661 3.4088 0.5462
H 2.2681 3.2145 1.6523
H 3.7762 3.6281 0.1108
H 4.5444 3.6714 -2.1039
H 3.5890 2.8835 -3.3112
C 0.9690 -1.2880 -4.7331
Se -0.0105 -0.8109 -3.1140
C -0.5594 -2.6126 -2.5088
C 0.5901 -3.5361 -2.1808
Se 1.7947 -2.8064 -0.7745
C 1.4766 -4.1767 0.5935
H 0.3345 -1.8892 -5.3790
H 1.8971 -1.8021 -4.4967
H 1.1935 -0.3478 -5.2312
H -1.1812 -3.0493 -3.2913
H -1.1786 -2.4239 -1.6324
H 1.2171 -3.7169 -3.0523
H 0.2286 -4.4933 -1.8072
H 1.8655 -5.1125 0.2023
H 0.4238 -4.2566 0.8417
H 2.0526 -3.8870 1.4696
N 4.8102 -0.8930 0.9978
C 4.2361 -0.0035 1.8994
N 4.9303 0.7675 2.7059
N 4.0320 1.4834 3.3857
N 2.8404 1.1861 3.0237
N 2.9166 0.2343 2.0738
C 4.4057 -0.8429 -0.3025
N 4.8707 -1.5200 -1.3437
N 4.0482 -1.2771 -2.3472
N 3.1088 -0.4660 -1.9545
N 3.3235 -0.1332 -0.6533
H 5.7759 -1.1242 1.1843
C -2.6478 1.6865 -2.1414
C -3.1726 0.7093 -1.0749
C -4.3997 1.3406 -0.4010
C -3.6103 -0.5858 -1.7748
Si -1.8733 0.3292 0.2799
O -0.4190 -0.2071 -0.3682
C -1.4907 1.8551 1.3229
C -1.2859 3.1027 0.7232
C -1.0935 4.2460 1.4862
C -1.0890 4.1623 2.8721
C -1.2729 2.9321 3.4854
C -1.4759 1.7936 2.7175
C -2.3822 -1.1307 1.3609
C -1.6175 -2.2990 1.3874
C -2.0004 -3.3915 2.1512
C -3.1568 -3.3320 2.9154
C -3.9168 -2.1726 2.9215
C -3.5335 -1.0864 2.1506
H -3.3058 1.6713 -3.0136
H -1.6437 1.4277 -2.4770
H -2.6313 2.7091 -1.7656
H -5.1190 1.6484 -1.1637
H -4.1295 2.2218 0.1846
H -4.8988 0.6308 0.2618
H -4.4238 -0.3708 -2.4717
H -3.9644 -1.3307 -1.0588
H -2.7884 -1.0108 -2.3513
H -1.2800 3.1849 -0.3563
H -0.9565 5.2031 0.9981
H -0.9628 5.0567 3.4676
H -1.2649 2.8599 4.5649
H -1.6243 0.8421 3.2163
H -0.7009 -2.3299 0.8097
H -1.4083 -4.2982 2.1592
H -3.4602 -4.1874 3.5040
H -4.8087 -2.1190 3.5320
H -4.1359 -0.1853 2.1655
C 1.7014 -0.3453 1.5058
H 0.8942 0.1827 2.0135
H 1.6709 -1.3804 1.8689

[3]
10
Properties=species:S:1:pos:R:3 method="wB97M-V/def2-TZVPD" homo_energy_ev="-9.98 / -7.83" homo_lumo_gap_ev="9.20 / 6.99" e_lumo_ev="-0.78 / -0.83"
N -0.8127 -0.4599 2.0408
N -1.4199 -0.5885 -0.4956
N 2.4175 -0.0355 -0.8618
P -0.5262 0.2115 0.6983
Cl -0.8374 2.1230 0.2907
H -0.8878 0.0781 2.8788
H -1.2009 -0.2435 -1.4062
H -1.2374 -1.5657 -0.3583
H 2.5786 -0.3763 -1.8131
H 1.9263 0.8569 -0.9735

[4]
17
Properties=species:S:1:pos:R:3 method="wB97M-V/def2-TZVPD" homo_energy_ev="-7.12 / -8.12" homo_lumo_gap_ev="6.44 / 6.41" spin_multiplicity=4 e_lumo_ev="-0.68 / -1.71"
Er -0.7792 2.6253 2.1181
O 2.7312 -0.5720 3.0338
C 1.8818 0.0770 3.5095
O 1.4793 0.9957 4.1246
N 0.3074 -0.8656 -0.9767
S -0.1453 -1.1333 0.5404
O -0.0980 0.1329 1.4589
C -2.0011 -1.4429 0.4726
F -2.2276 -2.5094 -0.2824
F -2.6665 -0.4158 -0.0383
F -2.4461 -1.6853 1.6978
S -0.4652 0.3353 -1.8341
O -1.1348 -0.2642 -3.0427
C 1.1124 1.0376 -2.5582
F 1.8364 1.6116 -1.6066
F 1.8402 0.1119 -3.1624
F 0.7751 1.9610 -3.4543

[5]
9
Properties=species:S:1:pos:R:3 method="wB97M-V/def2-TZVPD" homo_energy_ev="-8.77 / -8.79" homo_lumo_gap_ev="6.62 / 6.64" e_lumo_ev="-2.15 / -2.14"
C 0.2513 -1.4022 -0.7553
N 1.0044 -0.4280 -0.1156
F -0.5295 0.2751 1.9860
S -0.4831 3.1988 1.0570
S 0.7327 0.6823 0.8726
H 0.9516 -2.0646 -1.1910
H -0.2852 -2.0554 -0.1679
H -0.4339 -1.1063 -1.6294
H -1.2081 2.9002 -0.0564

[6]
28
Properties=species:S:1:pos:R:3 method="wB97M-V/def2-TZVPD" homo_energy_ev=-8.01 smiles=Cc1ccc(O)cc1.Cc1c[nH]cn1 homo_lumo_gap_ev=8.88 e_lumo_ev=0.87
C 1.0186 -0.0101 -3.0942
C 1.8921 0.3186 -1.9584
C 1.6615 -0.3618 -0.7319
C 2.5950 -0.1248 0.3293
C 3.4781 0.8361 0.1818
O 3.8627 1.3704 1.4136
C 3.7516 1.5551 -1.0337
C 2.9510 1.3508 -2.0710
H 0.0024 -0.0585 -2.9532
H 1.3207 -0.8238 -3.7121
H 1.2087 0.7735 -3.7974
H 0.7713 -1.0007 -0.5008
H 2.3501 -0.7820 1.1824
H 4.3172 2.1556 1.2486
H 4.4978 2.3508 -1.0320
H 3.2326 1.7287 -3.0584
C -3.6669 -1.6197 0.0030
C -3.4011 -1.0571 1.2864
C -3.9713 -0.0166 2.0297
N -3.1087 0.1535 3.1551
C -2.0771 -0.8041 3.1032
N -2.2509 -1.5330 1.9035
H -4.7153 -1.7964 -0.1723
H -3.3577 -2.5686 -0.1757
H -3.3432 -0.9497 -0.9104
H -4.6027 0.7771 1.7664
H -3.2011 0.8346 3.8733
H -1.2154 -0.6978 3.7254

[7]
55
Properties=species:S:1:pos:R:3 method="wB97M-V/def2-TZVPD" homo_energy_ev="-16.84 / -16.83" total_charge=+3 homo_lumo_gap_ev="7.53 / 4.54" spin_multiplicity=5 e_lumo_ev="-9.31 / -12.30"
Pd 0.2675 -0.1774 -0.1958
C 0.2224 2.0260 4.9248
N 0.9724 1.5190 3.7972
C 2.4031 1.4334 3.9833
C 0.4325 1.1588 2.6512
O 1.1192 0.6683 1.7250
C -1.0804 1.3487 2.4632
O -1.4357 1.2816 1.0900
C -1.7477 2.5181 0.4562
C -0.8768 2.7495 -0.7875
O -0.0640 1.8680 -1.1424
N -1.0042 3.8845 -1.4507
C -0.2039 4.1119 -2.6365
C -1.9397 4.9451 -1.1591
H 0.8442 1.9308 5.8127
H -0.0279 3.0833 4.8078
H -0.6879 1.4526 5.0823
H 2.6316 0.7248 4.7766
H 2.8728 1.1051 3.0604
H 2.7985 2.4090 4.2625
H -1.6028 0.5246 2.9707
H -1.4023 2.3008 2.8983
H -2.8033 2.4668 0.1507
H -1.5931 3.3530 1.1493
H 0.5484 3.3326 -2.7283
H -0.8374 4.1051 -3.5241
H 0.2778 5.0875 -2.5777
H -2.4448 4.8255 -0.2067
H -1.4126 5.9003 -1.1663
H -2.6922 4.9951 -1.9490
Br 3.3231 -4.8811 -2.8071
C 3.2575 -3.0479 -2.3028
C 4.3113 -2.1727 -2.5625
C 4.1891 -0.8521 -2.1592
C 3.0281 -0.4456 -1.5147
N 2.0274 -1.2927 -1.2701
C 2.1237 -2.5619 -1.6467
H 5.2049 -2.5208 -3.0636
H 4.9831 -0.1407 -2.3351
H 2.8950 0.5818 -1.1867
H 1.2938 -3.2254 -1.4309
C -4.6708 -4.0488 -0.9578
Si -3.0518 -4.9238 -0.5788
C -1.8905 -5.3687 -1.9946
C -2.6421 -5.4863 1.1666
Se -1.2608 -1.8839 0.0292
H -5.4608 -4.7803 -1.1312
H -4.6061 -3.4302 -1.8527
H -5.0016 -3.4143 -0.1360
H -2.2479 -6.2785 -2.4769
H -0.8729 -5.5677 -1.6597
H -1.8580 -4.5961 -2.7619
H -3.0961 -6.4596 1.3555
H -3.0302 -4.8036 1.9217
H -1.5707 -5.5956 1.3330

[8]
82
Properties=species:S:1:pos:R:3 method="wB97M-V/def2-TZVPD" homo_energy_ev=-9.51 total_charge=+1 homo_lumo_gap_ev=7.16 e_lumo_ev=-2.35
Sc -0.1305 -0.2356 0.9232
N 1.9643 -1.4566 1.1872
C 1.7581 -2.9161 1.1332
C 0.6607 -3.3169 2.1012
N -0.5570 -2.4796 1.9925
C -1.5591 -3.0902 1.0861
C -1.1193 -3.0982 -0.3668
N -0.6119 -1.7699 -0.7605
C -1.1800 -2.2914 3.3229
C -2.0262 -1.0410 3.3640
N -1.1535 0.1057 3.0481
H 2.5302 -1.1696 0.3898
H 2.4970 -1.2016 2.0128
H 2.6679 -3.4690 1.3824
H 1.5190 -3.1748 0.1064
H 1.0390 -3.2172 3.1202
H 0.4136 -4.3757 1.9639
H -2.4750 -2.5029 1.1679
H -1.7894 -4.1108 1.4178
H -1.9791 -3.3814 -0.9766
H -0.3490 -3.8461 -0.5539
H -1.2746 -1.2870 -1.3651
H 0.2343 -1.8713 -1.3280
H -0.3758 -2.1954 4.0559
H -1.7695 -3.1695 3.6110
H -2.4966 -0.9462 4.3459
H -2.8229 -1.0607 2.6219
H -0.5174 0.2653 3.8212
H -1.7074 0.9556 2.9422
C 1.2301 1.9541 4.3955
C 1.6245 2.1906 2.9800
N 1.2560 1.4966 1.9098
C 1.8600 2.1237 0.8388
C 2.5972 3.1843 1.2639
N 2.4318 3.2038 2.6206
C 3.4608 4.2329 0.6503
O 3.6192 4.1894 -0.6540
O 3.9630 5.0568 1.3712
C 1.6292 1.6403 -0.5368
O 2.1988 2.1486 -1.4924
O 0.7844 0.6582 -0.6060
H 1.3925 0.9124 4.6739
H 0.1832 2.2157 4.5560
H 1.8247 2.5698 5.0675
H 2.8625 3.9049 3.2082
H 3.1113 3.4272 -1.0454
C -1.8275 5.0617 2.0633
C -1.0733 4.6070 0.9876
C -1.3430 3.3654 0.4319
C -2.3757 2.5474 0.9114
C -3.1306 3.0376 1.9834
C -2.8570 4.2755 2.5577
Si -2.5742 0.7774 0.2815
C -3.0278 0.6463 -1.5341
C -4.2458 0.0943 -1.9452
C -4.5437 -0.0725 -3.2920
C -3.6292 0.3162 -4.2596
C -2.4113 0.8620 -3.8769
C -2.1133 1.0152 -2.5300
H -1.6247 6.0313 2.4994
H -0.2818 5.2236 0.5786
H -0.7458 3.0363 -0.4134
H -3.9558 2.4484 2.3700
H -3.4641 4.6338 3.3797
H -3.7941 0.2982 1.0126
H -4.9793 -0.1978 -1.2021
H -5.4964 -0.4942 -3.5858
H -3.8644 0.1960 -5.3092
H -1.6916 1.1671 -4.6258
H -1.1452 1.4208 -2.2543
S 2.4716 -2.0319 -2.1385
C 2.9467 -2.5303 -3.6838
N 3.8495 -1.7775 -4.3673
C 4.3304 -2.0546 -5.6046
C 3.9026 -3.1595 -6.2663
C 2.9524 -3.9804 -5.6224
C 2.4867 -3.6783 -4.3756
H 4.1637 -0.9439 -3.8867
H 5.0464 -1.3487 -5.9980
H 4.2819 -3.3861 -7.2501
H 2.5851 -4.8657 -6.1249
H 1.7594 -4.3020 -3.8782

[9]
34
Properties=species:S:1:pos:R:3 method="wB97M-V/def2-TZVPD" homo_energy_ev="-15.98 / -17.46" total_charge=+2 homo_lumo_gap_ev="8.45 / 9.13" spin_multiplicity=3 e_lumo_ev="-7.53 / -8.33"
W 0.6522 -0.0347 0.2103
N 2.4189 -1.2173 0.8772
N 1.9593 -2.4675 1.3604
C 0.7428 -2.9035 0.8461
O 0.3544 -4.0194 0.8530
O 0.0193 -1.8519 0.3443
H 3.0655 -1.3394 0.0936
H 2.9410 -0.7531 1.6211
H 2.6669 -3.1675 1.5440
C 1.8813 2.2256 0.6964
C 0.4346 2.6124 0.9948
C 0.2957 3.3183 2.3199
C -0.2387 3.3412 -0.1414
O -0.2402 1.2501 1.1480
H 2.4811 3.0575 0.3227
H 2.0043 1.5192 -0.1809
H 2.3759 1.8053 1.5759
H 0.8324 4.2676 2.2716
H 0.7075 2.7300 3.1387
H -0.7518 3.5298 2.5269
H 0.1716 4.3495 -0.2082
H -1.3079 3.4233 0.0488
H -0.0925 2.8607 -1.1107
C -3.4168 -2.5131 -1.4821
N -2.4642 -1.3972 -1.4797
C -1.2844 -1.4433 -2.0410
N -0.8702 -2.4954 -2.7165
S -0.2256 -0.0149 -1.9842
H -4.3431 -2.1643 -1.0383
H -3.0188 -3.3401 -0.8938
H -3.6218 -2.8267 -2.5058
H -2.7051 -0.5465 -0.9950
H -1.4426 -3.3204 -2.8278
H 0.0188 -2.4744 -3.1883

[10]
59
Properties=species:S:1:pos:R:3 method="wB97M-V/def2-TZVPD" homo_energy_ev="1.70 / -0.92" total_charge=-2 homo_lumo_gap_ev="2.91 / 5.46" spin_multiplicity=3 e_lumo_ev="4.61 / 4.54"
Ti 10.5339 11.9370 11.1368
C 12.7727 11.9181 11.7349
C 12.3585 12.5304 12.9235
C 12.0015 13.8554 12.6168
C 12.2426 14.0515 11.2357
C 12.6994 12.8767 10.6320
H 13.2374 10.9747 11.6437
H 12.3887 12.0650 13.9211
H 11.5712 14.6084 13.3003
H 12.0801 15.0455 10.8313
H 13.0933 12.6286 9.6699
C 10.9732 11.5348 6.8282
N 9.6001 11.3433 7.2284
C 8.6563 10.7141 6.3990
C 7.4601 11.2257 6.7157
N 7.5711 12.1394 7.7565
B 6.4674 13.1304 8.3421
N 5.8162 12.3999 9.5334
C 5.8373 12.8522 10.8331
C 5.1743 11.9914 11.6591
N 4.6047 11.0636 10.8186
C 3.6260 10.0509 11.2057
C 4.9851 11.3141 9.5145
S 4.4434 10.4316 8.1935
C 8.8947 12.1925 8.0814
S 9.5412 13.2787 9.1938
H 11.2714 10.6687 6.1772
H 11.7014 11.5133 7.6655
H 11.0894 12.4745 6.2250
H 8.8888 9.9145 5.7093
H 6.4579 11.0234 6.3119
H 6.9824 14.2262 8.5181
H 5.6533 13.2948 7.4716
H 6.4389 13.7066 11.0861
H 5.0552 11.9605 12.7440
H 4.0034 9.4311 11.9855
H 3.3198 9.5836 10.2816
H 2.7495 10.5561 11.6399
Cl 12.6548 9.3750 9.0779
C 11.3550 8.3166 9.6562
C 11.3213 6.9324 9.4036
C 10.2520 6.1940 9.8505
C 9.1432 6.7590 10.5122
C 9.1294 8.1489 10.7452
Cl 7.9119 8.8846 11.6760
C 10.2694 9.0162 10.3139
N 10.3287 10.2319 10.8146
H 12.0830 6.4491 8.8673
H 10.2185 5.1120 9.6279
H 8.2847 6.1698 10.8700
N 9.2902 11.3010 13.9820
C 8.5592 12.0099 14.9238
C 8.1787 13.2035 14.3787
C 8.6040 13.1589 13.0205
N 9.2822 12.0094 12.8014
H 9.7557 10.4090 13.9990
H 8.3427 11.6511 15.9451
H 7.6915 14.0393 14.8365
H 8.3042 13.8159 12.2283

Computed calculated total energy, in the same sequence as the records: -4967.45072; -7226.45968; -968.72088; -2880.49767; -991.36629; -612.21590; -6408.83251; -3261.18989; -1186.99357; -3827.13943 a.u..